1.
Formula: C42H58MgN8O5
Source: OMol25
Level of theory: ωB97M-V/def2-TZVPD

ORCA input file:
```
! RIJCOSX wB97M-V def2-TZVPD def2/J DEFGRID3
* xyz 0 1
Mg 0.915 1.870 -0.490
C 3.166 -0.715 0.612
C 3.124 0.132 1.776
C 3.095 1.464 1.326
C 3.002 1.417 -0.136
C 3.135 0.035 -0.535
C 3.493 -0.424 -1.938
C 3.177 -1.909 -2.141
C 2.765 0.398 -3.004
C 5.007 -0.220 -2.123
C 3.380 2.808 2.023
C 4.554 2.683 3.009
C 3.843 3.857 1.000
C 2.143 3.398 2.721
C 3.096 -0.552 3.157
C 2.422 -1.935 3.034
C 2.296 0.199 4.229
C 4.527 -0.808 3.657
H 3.239 -1.795 0.643
H 3.513 2.167 -0.740
H 2.122 -2.114 -1.950
H 3.777 -2.529 -1.471
H 3.407 -2.208 -3.168
H 1.682 0.317 -2.886
H 3.028 0.046 -4.005
H 3.054 1.452 -2.935
H 5.560 -0.804 -1.384
H 5.275 0.831 -1.992
H 5.323 -0.536 -3.124
H 5.387 2.165 2.531
H 4.298 2.144 3.915
H 4.894 3.678 3.312
H 4.758 3.536 0.495
H 4.063 4.788 1.528
H 3.084 4.076 0.252
H 1.759 2.745 3.501
H 1.343 3.559 1.993
H 2.383 4.365 3.175
H 1.477 -1.866 2.495
H 2.222 -2.340 4.030
H 3.059 -2.653 2.514
H 1.288 0.414 3.868
H 2.756 1.132 4.528
H 2.210 -0.420 5.127
H 5.101 -1.336 2.892
H 4.511 -1.426 4.562
H 5.048 0.120 3.888
O -5.994 1.617 -0.890
C -5.756 2.753 -1.700
N -4.351 2.718 -2.001
C -3.841 3.197 -3.161
O -4.531 3.705 -4.027
C -2.352 3.093 -3.323
C -1.736 3.856 -4.301
C -0.362 3.795 -4.435
C 0.357 2.970 -3.589
N -0.220 2.208 -2.649
C -1.554 2.287 -2.534
H -6.942 1.502 -0.781
H -6.012 3.670 -1.163
H -6.306 2.730 -2.639
H -3.758 2.364 -1.268
H -2.344 4.499 -4.924
H 0.159 4.389 -5.173
H 1.434 2.898 -3.664
H -1.979 1.655 -1.763
C -1.398 1.936 2.783
C -2.611 1.798 3.742
N -3.331 0.552 3.465
C -3.887 0.613 2.110
C -2.763 0.944 1.089
N -1.452 0.884 1.749
C -1.321 -0.421 2.414
C -2.380 -0.558 3.540
H -0.451 1.829 3.312
H -1.395 2.905 2.291
H -3.313 2.624 3.611
H -2.296 1.790 4.787
H -4.675 1.368 2.090
H -4.347 -0.354 1.894
H -2.875 1.958 0.695
H -2.764 0.235 0.253
H -0.308 -0.503 2.803
H -1.461 -1.194 1.658
H -1.914 -0.534 4.528
H -2.934 -1.496 3.457
O -0.522 3.060 0.152
N -0.061 4.016 -0.594
O -0.774 4.908 -0.999
O 1.171 3.924 -0.883
N -1.758 -5.590 -1.172
C -2.614 -6.551 -1.664
C -2.776 -7.904 -1.386
C -3.773 -8.563 -2.078
C -4.577 -7.898 -3.020
C -4.404 -6.557 -3.296
C -3.403 -5.874 -2.604
N -3.023 -4.544 -2.678
C -2.051 -4.417 -1.819
C -1.346 -3.156 -1.557
C -0.546 -2.958 -0.441
C 0.072 -1.734 -0.263
N -0.056 -0.712 -1.107
C -0.804 -0.920 -2.199
C -1.469 -2.104 -2.459
H -1.023 -5.735 -0.504
H -2.155 -8.421 -0.665
H -3.941 -9.615 -1.890
H -5.347 -8.456 -3.537
H -5.016 -6.041 -4.026
H -0.404 -3.734 0.302
H 0.720 -1.560 0.589
H -0.845 -0.118 -2.916
H -2.075 -2.228 -3.346
*
```

Properties
Kohn-Sham gap in eV: 6.538
HOMO energy in eV: -6.900
Energy above the lowest of the compared OMol25 structures with the same formula, charge and spin in kcal per mole: 12.0


2.
Formula: C42H59BN10O2P2S
Source: OMol25
Level of theory: ωB97M-V/def2-TZVPD

ORCA input file:
```
! RIJCOSX wB97M-V def2-TZVPD def2/J DEFGRID3
* xyz 0 1
C 3.665 4.816 -0.574
C 3.570 6.138 -1.593
O 2.168 6.249 -2.055
B 1.456 7.339 -1.332
O 1.863 8.787 -1.409
P -0.113 7.017 -0.215
P -1.545 5.940 -1.503
S -1.992 4.188 -0.758
H 3.780 5.161 0.544
H 4.632 4.233 -0.889
H 2.686 4.156 -0.740
H 4.307 6.019 -2.505
H 3.870 7.058 -0.926
H 2.843 8.860 -1.616
H 0.259 6.200 0.925
H -2.792 6.717 -1.519
H -1.035 5.890 -2.859
C -5.394 0.748 2.069
C -4.970 0.406 0.762
C -3.904 1.220 0.451
N -3.673 2.044 1.521
C -4.573 1.759 2.515
H -6.209 0.303 2.624
H -5.396 -0.353 0.118
H -3.292 1.284 -0.439
H -2.951 2.751 1.571
H -4.554 2.301 3.451
C -3.802 -4.757 -0.519
C -2.387 -4.745 -0.481
C -1.997 -3.481 -0.102
N -3.126 -2.727 0.086
C -4.232 -3.499 -0.161
H -4.439 -5.593 -0.779
H -1.725 -5.571 -0.706
H -1.015 -3.053 0.049
H -3.142 -1.755 0.365
H -5.228 -3.087 -0.062
C 6.416 0.089 0.047
C 6.378 -0.420 -1.273
C 5.267 0.113 -1.887
N 4.631 0.922 -0.982
C 5.327 0.918 0.198
H 7.159 -0.125 0.805
H 7.086 -1.102 -1.727
H 4.875 -0.015 -2.887
H 3.781 1.442 -1.158
H 4.989 1.503 1.043
C -1.856 0.258 -5.234
C -2.429 1.525 -5.498
C -2.275 2.289 -4.363
N -1.635 1.525 -3.422
C -1.370 0.287 -3.946
H -1.803 -0.585 -5.911
H -2.901 1.846 -6.417
H -2.568 3.307 -4.144
H -1.394 1.829 -2.487
H -0.861 -0.466 -3.359
C -7.912 -8.354 2.058
C -7.487 -8.696 0.751
C -6.421 -7.882 0.440
N -6.191 -7.058 1.511
C -7.091 -7.342 2.504
H -8.727 -8.799 2.614
H -7.913 -9.454 0.108
H -5.810 -7.818 -0.450
H -5.468 -6.351 1.560
H -7.072 -6.801 3.440
C 6.288 -1.177 -6.706
C 5.116 -0.826 -7.417
C 4.054 -0.961 -6.551
N 4.544 -1.386 -5.343
C 5.906 -1.515 -5.427
H 7.302 -1.181 -7.085
H 5.053 -0.509 -8.450
H 2.995 -0.794 -6.690
H 3.988 -1.573 -4.519
H 6.485 -1.836 -4.571
C 4.032 -2.359 4.257
C 3.137 -1.483 4.916
C 2.997 -0.366 4.122
N 3.781 -0.536 3.010
C 4.411 -1.751 3.081
H 4.364 -3.330 4.603
H 2.646 -1.648 5.866
H 2.410 0.533 4.253
H 3.878 0.130 2.255
H 5.075 -2.078 2.292
C -5.509 -13.560 -0.163
C -4.273 -12.872 -0.216
C -4.509 -11.572 0.170
N -5.846 -11.450 0.449
C -6.462 -12.659 0.254
H -5.684 -14.601 -0.403
H -3.313 -13.282 -0.504
H -3.843 -10.725 0.268
H -6.305 -10.601 0.753
H -7.524 -12.773 0.427
C 0.599 4.636 5.482
C 0.561 4.126 4.162
C -0.551 4.659 3.548
N -1.187 5.469 4.453
C -0.490 5.465 5.633
H 1.341 4.422 6.240
H 1.268 3.445 3.708
H -0.943 4.531 2.548
H -2.037 5.989 4.277
H -0.829 6.050 6.478
C 5.090 8.441 3.305
C 6.059 8.433 2.273
C 5.382 8.436 1.074
N 4.039 8.440 1.346
C 3.852 8.449 2.704
H 5.276 8.442 4.371
H 7.135 8.428 2.392
H 5.741 8.435 0.053
H 3.302 8.438 0.653
H 2.855 8.458 3.125
*
```

Properties
Kohn-Sham gap in eV: 6.894
HOMO energy in eV: -7.856
Structure (SMILES): CCOB(O)P[PH2]=S.c1cc[nH]c1.c1cc[nH]c1.c1cc[nH]c1.c1cc[nH]c1.c1cc[nH]c1.c1cc[nH]c1.c1cc[nH]c1.c1cc[nH]c1.c1cc[nH]c1.c1cc[nH]c1


3.
Formula: C42H59Br2N8O3RbSeSi
Source: OMol25
Level of theory: ωB97M-V/def2-TZVPD

ORCA input file:
```
! RIJCOSX wB97M-V def2-TZVPD def2/J DEFGRID3
* xyz 0 1
Rb -0.019 -0.190 -0.325
C 5.249 -0.951 2.517
N 3.914 -0.384 2.515
C 3.522 0.368 3.698
C 2.983 -0.653 1.571
O 1.835 -0.257 1.633
C 3.456 -1.481 0.371
O 2.321 -1.798 -0.391
C 2.609 -2.290 -1.674
C 1.264 -2.481 -2.388
O 0.221 -2.371 -1.767
N 1.298 -2.739 -3.713
C 2.468 -3.145 -4.462
C 0.047 -2.756 -4.456
H 5.882 -0.347 3.162
H 5.687 -0.946 1.519
H 5.256 -1.977 2.901
H 4.249 1.157 3.890
H 3.466 -0.286 4.572
H 2.548 0.814 3.522
H 3.970 -2.393 0.704
H 4.165 -0.877 -0.213
H 3.148 -3.247 -1.615
H 3.221 -1.573 -2.235
H 3.372 -3.074 -3.864
H 2.582 -2.515 -5.345
H 2.354 -4.181 -4.795
H -0.703 -2.200 -3.902
H -0.308 -3.778 -4.615
H 0.204 -2.279 -5.424
C 3.097 2.510 -1.438
C 1.833 2.916 -2.158
C 1.774 4.094 -2.886
C 0.565 4.399 -3.523
C -0.498 3.541 -3.419
C -0.377 2.334 -2.658
N 0.808 2.075 -2.030
N -1.344 1.436 -2.501
Si -2.660 1.052 -3.483
C -3.263 -0.653 -2.900
C -2.209 0.852 -5.322
C -4.170 2.215 -3.432
H 3.983 2.927 -1.916
H 3.165 1.421 -1.428
H 3.070 2.844 -0.396
H 2.633 4.748 -2.964
H 0.475 5.310 -4.105
H -1.443 3.744 -3.907
H -2.415 -1.273 -2.604
H -3.811 -1.176 -3.688
H -3.928 -0.572 -2.037
H -1.316 0.227 -5.413
H -1.983 1.815 -5.786
H -3.009 0.381 -5.897
H -4.590 2.271 -2.423
H -4.961 1.867 -4.101
H -3.906 3.232 -3.732
Br -3.003 -5.990 3.532
C -2.302 -4.429 2.702
C -0.994 -4.411 2.256
C -0.553 -3.235 1.662
N -1.318 -2.173 1.491
C -2.584 -2.207 1.902
C -3.120 -3.328 2.536
C -3.402 -1.009 1.578
C -4.676 -0.797 2.105
C -5.388 0.296 1.644
Br -7.109 0.662 2.359
C -4.849 1.143 0.695
C -3.549 0.879 0.282
N -2.849 -0.156 0.718
H -0.348 -5.270 2.365
H 0.463 -3.149 1.288
H -4.147 -3.362 2.867
H -5.102 -1.449 2.852
H -5.409 1.979 0.303
H -3.049 1.525 -0.437
C -2.669 5.840 4.134
C -3.375 4.669 4.827
C -2.728 3.310 4.541
C -2.972 2.745 3.143
N -2.387 3.516 2.060
C -1.052 3.599 1.787
Se 0.269 2.727 2.674
N -0.906 4.389 0.688
C 0.357 4.750 0.067
C 1.182 5.719 0.914
C 0.451 7.012 1.276
C 0.242 7.954 0.091
C -2.156 4.751 0.213
C -2.548 5.485 -0.896
C -3.908 5.658 -1.100
C -4.847 5.122 -0.222
C -4.457 4.391 0.890
C -3.098 4.203 1.089
H -2.969 6.787 4.584
H -2.913 5.881 3.073
H -1.586 5.739 4.239
H -4.430 4.644 4.536
H -3.338 4.833 5.907
H -3.119 2.571 5.246
H -1.653 3.387 4.704
H -4.044 2.688 2.956
H -2.554 1.736 3.098
H 0.127 5.187 -0.903
H 0.925 3.836 -0.103
H 2.096 5.955 0.362
H 1.474 5.208 1.831
H 1.037 7.526 2.041
H -0.519 6.773 1.723
H 1.185 8.137 -0.428
H -0.147 8.914 0.434
H -0.470 7.546 -0.628
H -1.825 5.898 -1.586
H -4.246 6.227 -1.956
H -5.902 5.267 -0.415
H -5.193 3.985 1.572
*
```

Properties
Kohn-Sham gap in eV: 6.046
HOMO energy in eV: -6.194
Energy above the lowest of the compared OMol25 structures with the same formula, charge and spin in kcal per mole: 16.0


4.
Formula: C42H59Cl3N6OPSV
Source: OMol25
Level of theory: ωB97M-V/def2-TZVPD

ORCA input file:
```
! RIJCOSX wB97M-V def2-TZVPD def2/J DEFGRID3
* xyz 1 2
V -0.322 0.282 0.158
C -0.889 -1.355 2.691
C 0.449 -1.714 3.357
N 1.452 -0.812 2.819
C 2.775 -1.357 2.604
C 2.955 -1.923 1.211
C 4.096 -2.665 0.922
C 4.277 -3.143 -0.364
C 3.291 -2.901 -1.304
C 2.171 -2.166 -0.930
C 1.095 -1.897 -1.953
N -0.185 -1.472 -1.397
C -0.973 -2.585 -0.868
C -0.876 -2.673 0.659
N -0.705 -1.346 1.246
N 2.028 -1.664 0.293
H -1.193 -0.352 3.012
H -1.669 -2.066 2.974
H 0.728 -2.737 3.091
H 0.358 -1.658 4.450
H 1.482 0.046 3.356
H 3.032 -2.142 3.332
H 3.520 -0.562 2.711
H 4.827 -2.852 1.694
H 5.169 -3.693 -0.625
H 3.389 -3.263 -2.315
H 0.974 -2.809 -2.561
H 1.472 -1.122 -2.628
H -0.725 -1.033 -2.141
H -0.658 -3.540 -1.312
H -2.017 -2.437 -1.139
H -0.045 -3.334 0.948
H -1.801 -3.117 1.043
H 0.303 -1.100 1.127
Cl -2.598 4.420 -5.514
C -2.171 3.601 -4.061
C -1.011 2.839 -4.011
C -0.695 2.199 -2.835
Cl 0.714 1.227 -2.714
C -1.464 2.274 -1.652
O -1.069 1.695 -0.571
C -2.630 3.065 -1.774
Cl -3.657 3.246 -0.406
C -2.987 3.704 -2.942
H -0.381 2.741 -4.879
H -3.903 4.274 -2.980
N -3.489 0.301 0.694
C -3.709 -0.374 -0.454
N -3.024 -0.212 -1.533
C -3.397 -1.103 -2.510
C -2.842 -1.207 -3.781
C -3.274 -2.218 -4.620
C -4.250 -3.124 -4.218
C -4.840 -3.020 -2.970
C -4.413 -2.009 -2.131
S -4.926 -1.666 -0.498
H -3.041 1.205 0.560
H -4.224 0.266 1.382
H -2.094 -0.498 -4.102
H -2.845 -2.310 -5.606
H -4.554 -3.917 -4.882
H -5.601 -3.714 -2.653
C 3.119 3.436 5.616
C 3.943 2.960 4.411
C 3.092 2.118 3.450
C 1.705 2.750 3.331
C 0.975 2.511 4.664
C 1.946 2.492 5.857
P 0.629 2.310 1.822
C 1.541 3.173 0.422
C 2.122 4.588 0.614
C 3.648 4.599 0.681
C 4.279 4.020 -0.591
C 3.415 2.910 -1.205
C 2.610 2.210 -0.117
C -0.899 3.390 2.123
C -1.904 2.588 2.962
C -3.284 3.257 3.041
C -3.181 4.787 3.061
C -1.838 5.216 3.634
C -0.705 4.810 2.686
H 2.736 4.442 5.440
H 3.749 3.482 6.504
H 4.784 2.353 4.750
H 4.354 3.824 3.886
H 3.013 1.112 3.860
H 3.603 2.048 2.492
H 1.879 3.824 3.205
H 0.432 1.561 4.636
H 0.250 3.307 4.826
H 2.330 1.484 6.027
H 1.410 2.786 6.760
H 0.757 3.242 -0.344
H 1.718 5.070 1.504
H 1.818 5.200 -0.238
H 3.982 4.036 1.553
H 3.988 5.628 0.815
H 5.266 3.624 -0.342
H 4.427 4.810 -1.329
H 4.052 2.193 -1.728
H 2.729 3.332 -1.941
H 3.301 1.897 0.666
H 2.121 1.301 -0.491
H -1.327 3.472 1.117
H -1.528 2.467 3.975
H -2.007 1.590 2.523
H -3.781 2.910 3.950
H -3.903 2.956 2.198
H -3.995 5.207 3.651
H -3.274 5.182 2.047
H -1.702 4.758 4.616
H -1.813 6.299 3.772
H 0.233 4.917 3.229
H -0.681 5.516 1.854
*
```

Properties
Kohn-Sham gap (spin up / spin down) in eV: 7.817 / 7.306
HOMO energy (spin up / spin down) in eV: -9.524 / -9.024
Energy above the lowest of the compared OMol25 structures with the same formula, charge and spin in kcal per mole: 52.1
⟨S²⟩: 0.763


Let's list maximum force in order: 1.5, 4.1, 1.1, 2.5 eV Å⁻¹.